Entry 1:
{"formula": "C23H32N2O3", "method": "ωB97M-V with the def2-TZVPD basis set", "lumo_ev": 0.651, "relative_energy_kj_mol": 8.93, "gap_ev": 9.38, "total_energy_ha": -1230.93834, "symbols": ["C", "H", "O", "C", "C", "C", "C", "C", "C", "C", "O", "N", "H", "C", "H", "H", "C", "H", "C", "O", "N", "H", "C", "H", "C", "H", "H", "C", "C", "C", "C", "C", "C", "H", "H", "C", "C", "C", "H", "H", "C", "H", "H", "H", "H", "H", "H", "H", "H", "H", "H", "H", "H", "H", "H", "H", "H", "H", "H", "H"], "positions_angstrom": [[2.333, -1.035, -2.227], [3.067, -1.647, -2.759], [1.544, -1.813, -1.358], [2.118, -2.498, -0.330], [3.472, -2.410, -0.020], [4.005, -3.130, 1.035], [3.201, -3.962, 1.792], [1.859, -4.063, 1.483], [1.292, -3.338, 0.440], [-0.168, -3.562, 0.204], [-0.737, -4.559, 0.616], [-0.822, -2.570, -0.439], [-0.288, -1.818, -0.845], [-2.202, -2.686, -0.838], [-2.490, -3.735, -0.720], [-2.834, -2.082, -0.171], [-2.382, -2.228, -2.290], [-3.419, -2.372, -2.595], [-1.993, -0.763, -2.434], [-0.963, -0.397, -2.967], [-2.878, 0.091, -1.883], [-3.711, -0.278, -1.450], [-2.712, 1.527, -1.853], [-3.536, 1.983, -2.415], [-2.705, 2.091, -0.426], [-3.113, 3.104, -0.458], [-3.388, 1.488, 0.180], [-1.339, 2.156, 0.282], [-0.608, 0.812, 0.242], [0.719, 0.910, 0.995], [1.596, 1.972, 0.335], [0.882, 3.321, 0.389], [-0.447, 3.224, -0.360], [-0.253, 2.973, -1.405], [-0.955, 4.192, -0.336], [0.626, 3.707, 1.845], [-0.251, 2.641, 2.498], [0.462, 1.292, 2.451], [-0.151, 0.526, 2.933], [1.409, 1.350, 2.993], [-1.578, 2.542, 1.748], [-2.212, 1.791, 2.228], [-2.102, 3.500, 1.796], [-0.446, 2.917, 3.541], [0.129, 4.679, 1.891], [1.574, 3.790, 2.381], [1.508, 4.085, -0.086], [1.785, 1.701, -0.707], [2.558, 2.036, 0.849], [1.225, -0.062, 0.961], [-1.230, 0.037, 0.696], [-0.404, 0.533, -0.791], [-1.780, 1.745, -2.376], [-1.734, -2.817, -2.938], [1.206, -4.716, 2.043], [3.617, -4.529, 2.610], [5.058, -3.038, 1.256], [4.120, -1.776, -0.604], [1.623, -0.611, -2.937], [2.845, -0.229, -1.693]], "nbo_charge": [-0.258, 0.180, -0.531, 0.404, -0.321, -0.173, -0.251, -0.130, -0.230, 0.675, -0.637, -0.631, 0.429, -0.210, 0.241, 0.179, -0.503, 0.222, 0.684, -0.650, -0.614, 0.391, -0.235, 0.196, -0.387, 0.208, 0.197, -0.029, -0.426, -0.225, -0.403, -0.207, -0.408, 0.205, 0.202, -0.393, -0.224, -0.391, 0.205, 0.204, -0.396, 0.203, 0.203, 0.209, 0.201, 0.204, 0.207, 0.201, 0.205, 0.214, 0.209, 0.220, 0.233, 0.239, 0.240, 0.216, 0.214, 0.219, 0.229, 0.175]}

***

Entry 2:
{"formula": "C7H13N2O", "method": "ωB97M-V with the def2-TZVPD basis set", "lumo_ev": -3.468, "relative_energy_kj_mol": 221.81, "gap_ev": 8.81, "charge": 1, "total_energy_ha": -458.98944, "symbols": ["C", "C", "C", "C", "C", "C", "C", "N", "N", "O", "H", "H", "H", "H", "H", "H", "H", "H", "H", "H", "H", "H", "H"], "positions_angstrom": [[2.068, 1.494, 0.632], [1.346, -0.102, -0.461], [2.704, -0.349, -0.188], [3.527, -1.417, -0.638], [-1.641, -0.711, 0.948], [-3.563, 0.220, -0.194], [-2.160, 0.390, 0.095], [0.976, 1.123, 0.008], [-1.542, 1.344, -0.448], [3.041, 0.670, 0.514], [2.213, 2.482, 0.988], [3.490, -1.577, -1.685], [4.602, -1.354, -0.333], [3.039, -2.344, -0.089], [-0.754, -0.272, 1.576], [-2.343, -0.985, 1.643], [-1.290, -1.633, 0.410], [-3.996, 0.777, 0.683], [-3.964, 0.596, -1.068], [-3.860, -0.828, -0.091], [-2.061, 1.780, -1.179], [-0.563, 1.527, -0.156], [0.731, -0.831, -0.967]], "nbo_charge": [0.330, -0.144, 0.285, -0.673, -0.700, -0.689, 0.486, -0.537, -0.627, -0.341, 0.209, 0.254, 0.261, 0.246, 0.253, 0.248, 0.284, 0.275, 0.245, 0.254, 0.417, 0.455, 0.207]}

***

Entry 3:
{"formula": "C5H16N2O3", "method": "ωB97M-V with the def2-TZVPD basis set", "lumo_ev": 0.732, "relative_energy_kj_mol": 344.33, "gap_ev": 9.80, "total_energy_ha": -535.24757, "symbols": ["C", "N", "C", "C", "C", "N", "C", "O", "H", "H", "H", "H", "H", "H", "H", "H", "H", "H", "H", "H", "H", "H", "O", "H", "H", "O"], "positions_angstrom": [[-0.729, 1.851, -0.865], [-1.102, 0.482, -0.291], [-1.724, -0.366, -1.321], [-2.623, -1.451, -0.894], [0.664, 1.562, -1.477], [1.333, 0.323, -1.082], [2.302, 0.196, -0.109], [2.877, -0.789, 0.162], [-1.506, 2.231, -1.353], [-0.568, 2.667, 0.019], [-1.604, 0.529, 0.564], [-2.006, 0.205, -2.193], [-0.777, -0.994, -1.770], [-2.717, -2.354, -1.516], [-3.780, -1.160, -0.824], [-2.427, -1.664, 0.182], [1.503, 2.327, -1.573], [0.383, 1.403, -2.579], [1.366, -0.367, -1.816], [2.384, 1.121, 0.494], [-0.478, -0.020, 2.253], [-0.753, 0.162, 3.825], [-0.747, 0.561, 3.035], [0.286, -1.645, 0.945], [1.400, -1.901, 1.913], [0.413, -1.888, 1.932]], "nbo_charge": [-0.225, -0.659, -0.218, -0.633, -0.252, -0.628, 0.552, -0.604, 0.192, 0.200, 0.382, 0.182, 0.142, 0.233, 0.198, 0.223, 0.219, 0.202, 0.397, 0.098, 0.501, 0.467, -0.978, 0.477, 0.487, -0.957]}

***

Entry 4:
{"formula": "C4H10N2", "method": "ωB97M-V with the def2-TZVPD basis set", "lumo_ev": 0.737, "relative_energy_kj_mol": 380.67, "gap_ev": 9.55, "total_energy_ha": -267.78034, "symbols": ["C", "C", "C", "H", "H", "H", "H", "H", "H", "N", "C", "N", "H", "H", "H", "H"], "positions_angstrom": [[-2.006, 0.695, -1.117], [-1.832, 1.255, 0.255], [-1.050, 2.320, 0.581], [-2.884, 0.168, -1.203], [-1.837, 1.489, -1.774], [-1.039, 0.082, -1.274], [-1.915, 0.554, 1.022], [-1.380, 2.948, 1.284], [-0.402, 2.889, -0.183], [1.323, -0.814, 1.062], [1.553, -1.163, -0.253], [1.957, -2.418, -0.394], [0.839, -1.447, 1.728], [1.658, 0.244, 1.195], [1.848, -0.424, -0.932], [2.165, -2.516, -1.338]], "nbo_charge": [-0.656, -0.128, -0.428, 0.223, 0.215, 0.219, 0.193, 0.195, 0.166, -0.856, 0.234, -0.681, 0.426, 0.403, 0.158, 0.315]}

***

Entry 5:
{"formula": "C5H7NO", "method": "ωB97M-V with the def2-TZVPD basis set", "lumo_ev": 0.995, "relative_energy_kj_mol": 425.42, "gap_ev": 10.29, "total_energy_ha": -324.56244, "symbols": ["O", "C", "N", "C", "C", "C", "C", "H", "H", "H", "H", "H", "H", "H"], "positions_angstrom": [[1.339, 0.200, -0.394], [0.925, -0.644, 0.640], [0.088, 0.232, 1.474], [-0.312, 1.346, 0.575], [-0.068, 0.805, -0.809], [0.154, -1.641, -0.153], [-0.466, -2.037, -1.108], [1.712, -1.112, 1.255], [-0.716, -0.291, 1.802], [0.393, 2.167, 0.673], [-1.328, 1.664, 0.821], [-0.989, 0.267, -1.173], [0.289, 1.388, -1.636], [-1.021, -2.344, -1.966]], "nbo_charge": [-0.504, 0.161, -0.614, -0.262, -0.110, -0.043, -0.252, 0.211, 0.362, 0.199, 0.203, 0.204, 0.208, 0.237]}

***

Entry 6:
{"formula": "C3H9N3O", "method": "ωB97M-V with the def2-TZVPD basis set", "lumo_ev": 0.683, "relative_energy_kj_mol": 127.87, "gap_ev": 9.57, "total_energy_ha": -359.19574, "symbols": ["C", "N", "C", "N", "O", "C", "N", "H", "H", "H", "H", "H", "H", "H", "H", "H"], "positions_angstrom": [[1.092, 0.136, 0.808], [-0.024, 0.984, 0.994], [-1.449, 1.082, 0.610], [-1.742, 0.750, -0.708], [-2.370, 1.342, 1.463], [1.240, -0.619, -0.483], [0.053, -1.281, -0.868], [1.232, -0.608, 1.570], [2.045, 0.691, 0.952], [0.092, 1.797, 1.537], [-2.708, 0.629, -0.984], [-1.113, 0.113, -1.222], [1.558, 0.084, -1.232], [2.075, -1.317, -0.329], [-0.168, -2.091, -0.286], [0.187, -1.693, -1.822]], "nbo_charge": [-0.204, -0.696, 0.794, -0.855, -0.645, -0.224, -0.846, 0.164, 0.204, 0.397, 0.392, 0.419, 0.191, 0.171, 0.372, 0.367]}

***

Entry 7:
{"formula": "C6H7LiO6Yb", "method": "ωB97M-V with the def2-TZVPD basis set", "lumo_ev": [-6.288, -12.530], "relative_energy_kj_mol": 398.39, "gap_ev": [5.34, 2.48], "s2": 2.01, "charge": 2, "multiplicity": 3, "total_energy_ha": -1849.79651, "symbols": ["Yb", "O", "O", "C", "C", "O", "C", "H", "H", "H", "H", "Li", "O", "O", "C", "C", "O", "C", "H", "H", "H"], "positions_angstrom": [[2.297, 2.708, -1.271], [0.335, 1.087, -0.884], [1.056, -1.169, -0.451], [2.401, -1.483, -0.846], [3.217, -0.521, 0.005], [2.302, 0.588, 0.157], [1.013, 0.123, -0.091], [2.586, -2.536, -0.619], [2.522, -1.297, -1.921], [4.125, -0.157, -0.485], [3.446, -0.922, 1.000], [-5.865, -0.153, 0.060], [-4.664, 1.417, 0.154], [-2.507, 1.049, 0.482], [-1.478, 0.121, 0.688], [-0.144, 0.752, 0.525], [-3.967, -0.675, 0.349], [-3.768, 0.560, 0.307], [-1.555, -0.344, 1.681], [0.041, 1.586, 1.208], [-1.392, -0.734, -0.050]], "mulliken_spin": [1.256, -0.084, 0.008, 0.006, -0.010, -0.093, -0.249, 0.002, 0.004, 0.016, 0.002, -0.002, 0.594, 0.007, 0.021, 0.097, 0.473, -0.081, -0.003, 0.026, 0.010]}

***

Entry 8:
{"formula": "C33H36BrILiN5O5S2", "method": "ωB97M-V with the def2-TZVPD basis set", "lumo_ev": 4.026, "gap_ev": 5.07, "charge": -2, "total_energy_ha": -5604.76865, "symbols": ["Li", "C", "C", "C", "C", "C", "C", "C", "C", "N", "C", "C", "C", "C", "C", "C", "C", "C", "C", "C", "H", "H", "H", "H", "H", "H", "H", "H", "H", "H", "H", "H", "H", "H", "H", "H", "H", "H", "H", "H", "H", "H", "H", "H", "Br", "C", "C", "C", "C", "C", "C", "I", "H", "H", "H", "H", "O", "N", "O", "O", "N", "C", "C", "C", "C", "C", "C", "S", "O", "O", "N", "C", "S", "C", "C", "N", "H", "H", "H", "H", "H", "H", "H", "H"], "positions_angstrom": [[-0.570, -0.360, 0.113], [-2.451, 1.559, 6.117], [-2.230, 1.578, 4.623], [-2.932, 2.478, 3.831], [-2.669, 2.516, 2.455], [-3.335, 3.551, 1.583], [-1.796, 1.614, 1.897], [-1.105, 0.611, 2.648], [-1.324, 0.693, 4.058], [-0.379, -0.294, 1.971], [0.392, -1.332, 2.634], [-0.461, -2.311, 3.478], [0.414, -3.412, 4.088], [1.514, -2.785, 4.952], [2.392, -1.872, 4.087], [3.026, -2.695, 2.964], [1.915, -3.307, 2.108], [1.055, -4.234, 2.970], [1.044, -2.191, 1.532], [1.536, -0.752, 3.491], [-3.311, 2.172, 6.395], [-1.574, 1.943, 6.646], [-2.626, 0.540, 6.472], [-3.656, 3.160, 4.268], [-3.994, 4.194, 2.171], [-3.924, 3.080, 0.793], [-2.583, 4.181, 1.104], [-1.623, 1.653, 0.826], [-0.788, 0.041, 4.733], [-1.220, -2.745, 2.820], [-0.989, -1.784, 4.272], [-0.209, -4.066, 4.713], [2.124, -3.574, 5.410], [1.065, -2.203, 5.765], [3.179, -1.431, 4.709], [3.661, -3.486, 3.384], [3.659, -2.050, 2.346], [2.359, -3.884, 1.288], [1.665, -5.044, 3.391], [0.274, -4.690, 2.353], [0.255, -2.619, 0.907], [1.658, -1.541, 0.906], [2.140, -0.090, 2.864], [1.138, -0.128, 4.293], [2.852, -2.385, -2.631], [4.449, -1.771, -1.795], [5.607, -2.508, -2.000], [6.797, -2.087, -1.429], [6.813, -0.939, -0.647], [5.645, -0.225, -0.446], [4.433, -0.619, -1.017], [2.721, 0.647, -0.660], [5.569, -3.410, -2.597], [7.702, -2.658, -1.593], [7.735, -0.606, -0.187], [5.644, 0.669, 0.168], [-1.657, -1.985, -0.435], [-2.401, -1.001, -0.676], [-3.614, -1.034, -0.442], [-1.858, 0.028, -1.173], [-0.786, 7.605, 5.429], [0.036, 6.707, 4.725], [-0.264, 5.347, 4.715], [0.572, 4.444, 4.084], [1.718, 4.902, 3.455], [2.027, 6.252, 3.452], [1.190, 7.156, 4.084], [2.863, 3.746, 2.719], [3.842, 4.555, 2.014], [3.367, 2.945, 3.808], [2.071, 2.784, 1.724], [1.310, 3.192, 0.727], [0.643, 4.849, 0.509], [-0.088, 4.346, -0.991], [0.182, 3.047, -1.221], [0.946, 2.409, -0.282], [-1.723, 7.258, 5.560], [-0.777, 8.543, 5.062], [-1.163, 4.988, 5.201], [0.322, 3.388, 4.069], [2.926, 6.571, 2.940], [1.420, 8.216, 4.075], [-0.671, 5.032, -1.582], [-0.143, 2.473, -2.079]], "nbo_charge": [0.874, -0.624, -0.007, -0.358, 0.009, -0.627, -0.284, 0.222, -0.328, -0.795, 0.163, -0.440, -0.204, -0.401, -0.207, -0.403, -0.206, -0.401, -0.435, -0.441, 0.193, 0.203, 0.200, 0.175, 0.186, 0.212, 0.218, 0.200, 0.178, 0.212, 0.210, 0.186, 0.182, 0.197, 0.198, 0.180, 0.211, 0.196, 0.181, 0.201, 0.222, 0.215, 0.238, 0.209, 0.026, 0.011, -0.290, -0.232, -0.226, -0.220, -0.299, 0.299, 0.212, 0.199, 0.204, 0.230, -0.559, 0.692, -0.470, -0.602, -0.813, 0.147, -0.220, -0.159, -0.370, -0.158, -0.289, 2.322, -0.997, -0.967, -0.908, 0.330, 0.256, -0.486, -0.031, -0.601, 0.370, 0.364, 0.205, 0.258, 0.240, 0.192, 0.218, 0.212]}